Below is C51H138N15O23 as an isolated structure in a non-equilibrium geometry, with properties calculated with ωB97M-V/def2-TZVPD.

Cartesian coordinates (Å):
C: 1.46120 -4.95275 1.37651
C: 5.25198 -7.87703 3.19140
H: 1.80766 0.06416 -3.18076
H: -0.48331 -9.84167 -2.85608
O: -4.35179 -1.16201 3.53211
O: 2.74843 8.80457 -3.75070
H: -1.26151 2.75961 -4.94361
H: 2.16118 -7.38561 -4.20561
H: 6.15943 -7.40566 1.41179
H: 0.69169 5.02117 -0.10312
N: -1.84119 -2.41463 6.15429
C: 0.88188 2.29938 -6.37066
O: -1.58502 -4.46906 -0.15376
C: 3.04882 7.44408 -3.62294
O: -2.48385 -0.00314 -4.37319
H: 2.96307 10.54940 -2.66833
H: 1.47953 -2.95814 -3.02721
H: -2.18165 0.16119 -1.16371
H: -5.81097 1.28343 4.18027
H: -7.03339 0.94851 -0.00099
O: 1.37626 0.71702 -3.75045
O: -0.31467 0.87260 -0.65408
H: 3.95697 -5.75597 -2.98748
C: -5.05988 1.85418 -0.61109
H: 0.82144 -5.31744 2.18028
C: 2.01195 5.18637 -3.13586
H: 2.90121 8.43518 2.25761
C: 2.53178 7.67826 2.94573
H: -0.59956 1.99349 -8.32066
H: 5.43606 -4.79603 -0.55009
H: -5.41424 3.50285 1.30921
H: -0.61091 6.93194 1.88669
C: 3.76567 1.12147 0.73089
H: 5.61007 -5.16856 1.79424
H: 3.38428 -3.48494 0.04971
H: 4.67597 3.65217 2.10385
C: -1.91674 -3.75606 6.86699
H: 3.45358 -4.58608 -1.98109
H: -0.19660 -7.46916 -4.37307
C: -1.55263 2.21427 -5.83935
H: 1.69617 2.00518 -7.02787
H: 3.07291 7.81598 3.88522
H: -5.32105 2.91338 -0.57543
H: -1.95401 -3.54066 7.93598
H: 5.96238 -7.57731 3.96235
C: 1.91141 6.68252 -2.91895
H: 0.63775 -0.37550 -6.10501
H: -6.29538 1.09870 -3.03287
C: -4.64311 4.37595 3.14667
C: 2.45500 -5.92498 0.77881
C: -3.23318 2.41684 3.46245
H: -1.03210 2.86756 -0.63741
H: 0.61464 3.33625 -6.57158
H: -6.62679 -1.13480 -0.79195
N: 5.25922 3.66946 2.94371
H: -1.18347 1.97191 -2.21780
H: -0.16302 6.96607 4.85308
H: -5.29243 1.56746 2.47702
C: -6.98227 1.21044 -2.18507
N: 0.53097 7.08785 -3.42825
N: -2.29918 5.01054 -2.35846
O: 2.28392 -0.87127 -1.55968
H: -0.73866 -0.24829 2.22168
H: 2.31554 -7.75196 -2.53550
H: 0.38979 -1.59164 -0.87827
C: 3.60399 -3.78222 1.07890
C: 0.32045 4.61200 0.84203
H: -3.23399 2.06828 2.43281
H: 6.71403 2.13835 4.86923
H: -6.59438 2.60683 3.22874
H: 0.25263 8.05867 -3.29655
H: -1.75648 2.95140 -6.61653
O: -2.60002 6.20651 -2.30304
H: 3.77128 1.19267 -0.35502
H: -0.55871 -3.05401 -0.62675
H: -1.95113 0.83657 0.53711
H: 7.68478 3.49688 4.17189
C: -5.69585 2.01303 3.38380
C: -4.74980 4.30753 1.62066
O: 5.08147 1.69013 0.99138
H: 4.06256 7.09745 -3.41213
H: -0.05488 -0.80928 -3.60714
H: -2.38691 1.52935 -5.70378
H: -0.24602 -1.96489 2.06880
H: -5.40568 -0.65612 -1.72513
H: -3.88774 3.92520 5.46591
H: -2.48342 3.18791 3.63763
H: 3.72073 -3.31971 -3.95192
H: -3.49185 4.19564 0.07671
H: -0.97960 -4.31141 6.83340
H: -0.19670 -4.84014 -3.36684
C: -1.53377 0.26003 -0.28873
H: 3.21445 -4.47480 -5.10193
O: 0.41105 -3.48845 4.15037
C: -0.43823 -1.92341 6.41765
H: -1.07039 -2.01682 -1.63226
H: -2.92571 1.58918 4.10191
C: 7.27640 2.50002 4.00621
C: -2.88398 -1.41034 6.61944
H: -8.80821 -0.74454 -4.18284
N: 3.84180 -5.28591 0.76992
H: -3.85706 4.96335 3.62284
H: 2.95125 6.73149 2.58566
N: -4.36920 -1.01699 2.29121
N: -3.09612 -0.88163 -3.72319
H: 0.72592 5.71173 4.18593
H: -1.02032 -0.47780 -5.78506
H: 4.28132 -7.61084 3.62684
C: -4.68502 3.19389 5.32792
C: 4.57406 -5.45743 -0.57393
H: -1.96425 -1.72655 4.16904
H: -1.19463 -3.53373 2.93805
H: -4.54621 1.53433 0.29550
C: 1.21845 -5.69953 -1.43443
H: -2.68054 -4.47234 6.57244
O: -0.79880 -4.45327 1.86246
H: 0.58767 7.00296 -4.44427
H: 2.94706 1.74178 1.10471
C: 0.81835 -4.93502 -3.74670
C: -0.60706 2.11606 -1.30298
H: 0.62457 -0.57314 1.46428
H: 0.86877 -4.27568 4.45427
H: 1.26002 2.28396 -5.34906
H: 6.98659 2.99421 1.94198
H: -7.26236 2.25354 -2.35556
C: 0.46111 6.72197 1.82285
H: 4.63165 3.35587 3.68058
H: 1.46746 6.82307 5.07396
C: -6.32915 0.95700 -0.83145
H: 1.08742 -4.67727 -1.08606
H: -9.45283 0.80313 -3.69927
H: -4.35078 1.85993 -1.44098
H: -0.76183 4.68859 0.70287
H: 2.95522 7.12442 -4.66933
H: 1.21193 -3.00394 -4.76114
H: 5.32677 -8.96091 3.12149
H: 1.23332 4.46175 -2.89039
H: -5.09335 5.26760 1.23702
H: 4.50855 -3.30242 1.44161
C: 2.81135 9.48659 -2.49748
H: -0.21965 6.45722 -3.12630
H: 1.84996 7.05886 -1.89589
C: 1.66565 -7.23682 -3.24261
H: 3.57079 9.10695 -1.80853
H: 0.26410 0.30901 -8.12729
C: 0.31421 -9.38834 -3.44373
C: -8.52568 0.24459 -3.82800
H: 4.80411 -6.50600 -0.74568
H: 2.19266 5.02701 -4.20010
C: 3.10568 -5.07800 -2.89029
H: 0.59305 8.43509 3.15610
C: -1.20381 -1.19007 0.27069
O: -1.34223 4.74849 -3.16809
O: 2.47327 -2.44868 -0.10435
C: -0.37172 -1.02079 1.53939
O: -3.42124 4.17550 1.03994
N: 2.99347 -1.70888 -0.98608
H: 0.21931 -9.77432 -4.45813
H: -3.86371 -1.87185 6.52713
O: -4.28078 -0.63884 -3.43107
C: 4.71668 -5.77691 1.92314
H: -4.42823 2.27737 5.85129
H: -0.08640 -1.12135 5.77122
C: 5.63519 1.35702 2.24149
O: 4.17152 -1.93367 -1.29855
C: 5.16033 -7.23798 1.82048
C: -1.88193 -2.69261 4.66565
H: 0.81523 7.17783 0.89804
O: 0.76834 5.33584 1.98236
N: -0.38854 1.42790 -6.36557
C: 0.26690 -7.86088 -3.46951
C: -0.98382 -3.72500 3.99300
C: 1.58884 -3.58103 -3.91689
H: -0.45413 -1.36494 7.35926
H: 0.69935 -4.63904 0.66275
H: -1.14592 -4.79387 4.12651
C: 6.36540 2.61815 2.75516
N: 1.77329 -5.77183 -2.85651
H: 8.10358 1.79893 3.91191
H: 3.69027 0.09822 1.09784
C: -0.49130 1.02550 -7.83071
H: 2.43802 -3.75952 2.97775
N: -1.67425 -4.81296 1.05770
H: 2.53111 -6.86415 1.32706
H: -5.25766 -0.66821 0.00311
O: -2.49617 -1.87850 -3.29600
N: -5.84068 -0.48616 -0.81652
H: 3.85143 -5.16069 -1.33309
H: 2.86062 4.75992 -2.59640
H: -0.40237 -7.56837 -2.65759
C: 2.34201 -3.80784 1.89385
H: 0.77978 -5.42371 -4.71890
H: 0.27528 -6.21902 -1.28006
H: -1.53250 0.70857 -7.92831
O: -3.93782 0.03097 1.71310
O: -3.04729 4.10319 -1.96804
C: 2.96637 -4.09438 -4.11212
H: -0.69946 0.72515 -3.54270
N: -0.52344 -2.03650 -0.77186
H: -2.88082 -3.12226 4.54493
H: 0.35632 2.48395 -1.66475
O: -4.91905 -1.82425 1.54964
H: -2.67879 -1.28280 7.68187
H: 1.20176 -9.84811 -3.00593
C: 0.10326 0.17795 -4.04707
H: 0.25620 -2.73965 6.56185
H: 4.98994 1.13803 3.10268
H: -2.17047 -1.65058 0.47079
H: 4.48647 -7.91511 1.29338
C: -0.14791 0.13420 -5.54578
H: -5.48233 4.95671 3.53979
H: 1.77525 -2.88331 1.75022
H: -2.63873 -0.50900 6.06483
H: -7.78367 0.68232 -4.49667
N: 0.71183 6.71049 4.40058
H: 6.20598 0.48769 1.90751
H: 2.05024 -6.24898 -0.17956
O: -7.94107 0.18528 -2.51730
N: -4.61191 3.01771 3.83145
H: 4.17229 -5.68923 2.86133
H: 1.93588 -6.21944 -0.79891
O: -2.63781 -5.52957 1.37034
C: 1.02483 7.43843 3.06556
H: 1.91037 9.38573 -1.88012
H: 5.70085 4.57248 3.08675
H: 0.58655 3.55675 0.85244
H: -5.65915 3.59768 5.59304

Force components x, y, z for each atom (eV/Å):
C 1.337 -0.149 0.418
C -1.413 -0.130 1.142
H 0.333 0.365 0.082
H -0.284 0.371 -0.138
O 0.641 0.488 -0.751
O 0.609 0.258 1.559
H -0.063 -0.310 0.196
H 0.352 0.466 0.008
H -0.164 0.605 -0.725
H 0.541 0.175 0.155
N 1.908 -1.531 -0.451
C -0.427 0.438 1.807
O 0.827 0.700 -0.592
C -1.916 -0.734 -2.630
O -0.560 -0.795 0.015
H 0.086 -0.100 -0.151
H 0.183 -0.023 0.099
H -0.310 0.229 0.078
H 0.005 -0.062 -0.144
H -0.114 0.671 -0.033
O 0.165 -0.396 0.217
O -0.353 0.520 -0.376
H -0.501 -0.590 -0.663
C -0.930 -0.035 -0.267
H 0.905 -0.637 -0.172
C 0.972 -0.871 0.015
H -0.725 0.249 -0.019
C 0.955 -1.897 0.424
H 1.050 -0.192 -0.606
H 0.137 -0.168 -0.183
H -0.015 0.120 0.109
H -0.285 -0.591 -0.497
C 1.121 0.607 -0.925
H -0.113 0.268 0.750
H 1.397 -1.011 1.706
H 0.317 0.155 -0.449
C 0.428 0.080 1.413
H -2.994 2.388 -2.582
H 0.211 -0.128 -0.123
C 0.333 0.096 -1.178
H -0.489 -0.554 -0.239
H -0.393 0.465 0.185
H -0.355 -0.174 0.211
H -0.599 0.062 0.003
H 0.470 0.491 -0.636
C -0.751 0.199 1.240
H 0.572 0.261 0.373
H 1.079 0.039 0.543
C -1.216 0.050 0.375
C 1.619 -1.213 3.958
C -0.089 0.325 0.574
H -0.453 -0.247 0.005
H -0.276 -0.158 -0.366
H -0.208 0.058 0.070
N 0.463 -1.243 -0.367
H -0.535 0.141 0.395
H -0.181 0.124 -0.163
H -0.484 -0.221 0.065
C -0.093 -0.919 -2.100
N 0.943 0.446 -1.514
N -0.901 0.780 -3.655
O -0.067 0.469 -0.120
H -1.103 -0.407 -0.070
H -0.425 -0.274 0.277
H 0.577 -0.480 -0.551
C 0.974 -3.901 -0.637
C -0.774 -0.144 -1.082
H -0.095 0.255 0.138
H -0.064 0.282 0.141
H -0.157 -0.285 -0.008
H 0.221 0.151 0.396
H -0.242 0.055 0.077
O 0.024 0.273 1.759
H -0.634 -0.569 -0.012
H 0.142 -0.507 1.360
H -0.640 -0.197 -0.168
H 0.145 -0.118 0.411
C 0.788 1.310 -0.011
C 1.923 0.864 -0.129
O -2.074 0.869 0.764
H 0.015 0.536 1.005
H 0.256 -0.318 -0.518
H 0.071 0.278 0.162
H -0.072 0.095 0.076
H 0.878 -0.309 -0.149
H -0.224 0.095 0.818
H -0.157 0.218 -0.271
H -0.041 0.123 0.003
H -0.062 0.053 -0.504
H 0.113 0.324 -0.775
H 0.184 -0.333 0.435
C 1.112 -1.770 0.293
H -0.449 -0.579 0.120
O 0.439 0.521 0.202
C -0.258 1.543 1.943
H -0.257 0.782 -0.624
H -0.781 -0.191 0.080
C -1.216 0.239 -0.333
C 1.347 -1.317 0.302
H 0.336 -0.162 0.315
N 1.044 -0.791 1.091
H 0.696 -0.271 -0.801
H 0.124 0.003 -0.216
N -1.138 0.366 -0.096
N -0.439 1.748 0.583
H -0.420 -0.230 -0.146
H 0.027 0.287 0.386
H -0.086 -0.646 0.471
C 0.772 0.831 -1.084
C -0.714 -0.163 2.384
H 0.582 0.012 -0.052
H -0.584 0.442 1.370
H -0.041 0.196 -0.097
C -1.368 0.214 -3.526
H -0.469 0.725 -0.310
O -1.072 -0.844 -2.394
H -0.344 -0.119 -0.221
H 0.073 0.014 0.328
C 0.969 1.207 -0.692
C 1.409 -0.269 -0.512
H 0.225 -0.504 -1.120
H -0.218 -0.106 0.011
H 0.083 -0.047 -0.038
H -0.182 0.210 -0.095
H -0.886 0.028 0.742
C -0.739 -0.184 2.129
H 0.241 0.427 0.588
H 0.066 0.518 0.095
C 1.048 -0.312 -0.572
H 0.429 -0.002 -0.461
H 0.139 0.378 -0.629
H -0.138 -0.647 -0.185
H -0.155 -0.089 0.506
H 0.117 -0.208 -0.122
H -0.115 -0.143 -0.013
H -0.067 0.029 -0.043
H -0.755 0.895 0.266
H -0.652 -0.043 0.323
H -0.024 -0.183 0.238
C -0.109 0.316 0.551
H -0.530 -0.622 0.201
H 0.276 -0.692 0.357
C 1.015 -0.549 -1.290
H 0.565 -0.027 -0.506
H 0.019 0.295 -0.084
C 0.055 -0.735 -0.495
C 0.063 0.475 0.798
H 0.347 -0.039 0.290
H 0.191 -0.060 -0.072
C 0.205 0.197 -4.129
H -0.482 -0.196 0.071
C -0.674 1.726 0.176
O 0.989 -0.741 1.107
O -3.892 5.274 -2.960
C 0.713 -0.109 0.606
O -0.521 -0.499 0.957
N 0.170 -1.010 -0.696
H 0.091 -0.142 0.073
H -0.080 0.427 -0.541
O -0.199 -0.717 0.296
C 0.407 -1.510 -1.562
H -0.254 -0.090 -0.186
H -0.266 -0.640 -0.877
C 0.821 0.437 -0.005
O -0.316 0.676 -0.057
C 1.212 -0.770 0.385
C -1.877 -0.888 0.293
H 0.402 -0.101 0.077
O 0.021 0.657 -0.503
N 2.886 -0.464 0.130
C -0.041 0.652 1.734
C 0.230 1.584 1.538
C -1.608 -0.945 -0.282
H -0.207 -0.437 0.365
H 0.826 0.182 -0.042
H -0.811 0.318 0.482
C 1.541 -1.173 -0.616
N -3.230 0.457 1.232
H -0.060 0.064 -0.588
H -0.004 -0.027 -0.122
C -2.943 1.278 1.214
H 0.573 -0.748 -0.003
N -2.257 -1.636 -0.877
H 0.179 0.129 0.467
H 0.460 -0.377 0.061
O 0.249 -0.480 0.188
N -0.893 0.580 -0.704
H 2.288 -1.650 3.479
H 0.337 0.345 -0.190
H -0.022 0.188 -0.003
C -1.031 1.409 0.404
H 0.017 -0.063 0.032
H -0.190 0.093 -0.597
H 0.271 -1.018 -0.206
O 0.758 0.254 0.841
O 0.535 -0.030 1.226
C 2.077 0.453 1.627
H 0.395 0.294 -0.357
N -0.460 1.291 -0.047
H -0.104 0.102 -0.310
H 0.064 0.058 0.130
O -0.100 -1.025 0.104
H -0.072 0.229 -0.023
H 0.314 0.424 -0.120
C -0.570 0.900 -0.156
H -0.016 0.084 -0.584
H -0.781 -0.617 -0.566
H 0.078 -0.141 0.206
H -0.228 0.438 -0.357
C -0.289 -0.695 -1.449
H -0.623 -0.612 -0.167
H 0.307 -0.139 -0.051
H -0.706 0.066 -0.073
H -0.364 0.171 -0.330
N 0.664 -0.446 -1.171
H 0.875 0.055 1.494
H 4.211 -0.552 14.285
O 0.179 0.028 1.570
N 0.980 -1.530 -0.140
H -0.001 0.694 -0.134
H -2.844 0.888 -14.352
O 1.361 0.793 0.530
C 1.061 1.873 -0.236
H -0.505 -0.008 -0.423
H -0.331 0.251 0.302
H 0.200 0.115 0.552
H 0.054 -0.088 0.108

Its net charge is +5. Its HOMO-LUMO gap is 6.4842 eV. Its HOMO energy is -0.6139 Ha. For the LUMO energy, the calculation gives -10.221 eV.